No. 1
Molecular formula: C3H8O2S2
Method: DFT, ωB97M-V with the def2-TZVPD basis set

Structure (ORCA input):
```
! wB97M-V def2-TZVPD RIJCOSX def2/J DEFGRID3
* xyz 0 1
O 2.61 -0.40 -1.63
C 2.13 0.24 -0.74
C 0.82 1.05 -0.89
C 0.38 1.34 0.58
S -1.39 1.20 0.93
S -1.57 -0.88 1.22
H 2.59 0.42 0.26
H 0.09 0.56 -1.56
H 1.19 1.91 -1.45
H 0.73 2.37 0.86
H 0.82 0.64 1.29
H -0.46 -1.17 0.53
O 0.08 -2.08 -1.51
H 0.97 -1.79 -1.77
H 0.02 -2.99 -1.83
*
```

E_tot = -1065.9261 Ha
ΔE to the lowest compared entry with this formula, charge and spin = 1.522 eV
strongest force on any atom = 0.0336 hartree/bohr
highest occupied orbital energy = -8.2132 eV
Kohn-Sham gap = 8.6 eV

=====

No. 2
Molecular formula: C3H8O3
Method: DFT, ωB97M-V with the def2-TZVPD basis set

Structure (ORCA input):
```
! wB97M-V def2-TZVPD RIJCOSX def2/J DEFGRID3
* xyz 0 1
C -0.25 -1.53 -1.10
C 0.38 -0.16 -0.96
O -0.60 0.76 -0.31
C -0.08 1.59 0.65
O 0.68 0.92 1.66
O 0.13 -0.35 1.93
H -0.43 -1.96 -0.13
H -1.20 -1.45 -1.64
H 0.42 -2.18 -1.66
H 0.58 0.30 -1.93
H 1.32 -0.21 -0.41
H -0.95 2.10 1.10
H 0.65 2.32 0.26
H -0.63 -0.16 2.52
*
```

E_tot = -344.6992 Ha
ΔE to the lowest compared entry with this formula, charge and spin = 4.059 eV
strongest force on any atom = 0.0299 hartree/bohr
highest occupied orbital energy = -10.2113 eV
Kohn-Sham gap = 11.1 eV

=====

Quick rundown of LUMO energy, same order as above: 0.4009, 0.9015 eV